1.
Computed, not measured: an isolated molecule of C4H8O2, with ωB97M-V/def2-TZVPD.

LUMO level	1.037	eV
ΔE to the lowest compared entry with this formula, charge and spin	0.7141	eV
SMILES	CC(C)OC=O
M	88.11	Da
gap between HOMO and LUMO	11.705	eV

CARTESIAN COORDINATES (ANGSTROEM)
C -1.249 -0.590 1.080
C -0.313 -0.370 -0.097
C 1.126 -0.300 0.376
O -0.602 0.943 -0.643
C 0.212 1.426 -1.601
O 0.748 0.809 -2.483
H -0.930 -1.488 1.623
H -1.174 0.262 1.762
H -2.294 -0.715 0.783
H -0.462 -1.140 -0.862
H 1.187 0.430 1.191
H 1.751 0.042 -0.451
H 1.501 -1.262 0.728
H 0.348 2.508 -1.446

Charges per atom according to Mulliken partitioning, unit e: C -1.35; C 0.61; C -1.31; O -0.31; C 0.09; O -0.48; H 0.37; H 0.35; H 0.33; H 0.27; H 0.33; H 0.38; H 0.37; H 0.35

***

2.
Computed, not measured: a cluster of 2 separate species, C4H8O2 in total, with ωB97M-V/def2-TZVPD.

LUMO level	0.908	eV
ΔE to the lowest compared entry with this formula, charge and spin	1.5873	eV
SMILES	CC=O.CC=O
M	88.11	Da
gap between HOMO and LUMO	10.715	eV

CARTESIAN COORDINATES (ANGSTROEM)
C -1.993 -0.240 0.841
C -1.109 -0.882 -0.193
O -0.080 -1.457 0.081
H -2.791 -0.947 1.098
H -1.413 -0.027 1.743
H -2.465 0.671 0.458
H -1.450 -0.808 -1.248
C 2.022 0.703 0.100
C 1.097 0.791 -1.086
O 1.344 0.388 -2.196
H 1.451 0.628 1.032
H 2.622 1.623 0.134
H 2.691 -0.155 -0.004
H 0.126 1.302 -0.875

Charges per atom according to Mulliken partitioning, unit e: C -0.88; C 0.08; O -0.47; H 0.33; H 0.26; H 0.30; H 0.40; C -0.82; C 0.09; O -0.51; H 0.20; H 0.35; H 0.28; H 0.40

***

3.
Computed, not measured: an isolated molecule of C4H8O2, with ωB97M-V/def2-TZVPD.

LUMO level	0.738	eV
ΔE to the lowest compared entry with this formula, charge and spin	5.5193	eV
M	88.11	Da
gap between HOMO and LUMO	9.046	eV

CARTESIAN COORDINATES (ANGSTROEM)
C 1.439 1.164 0.399
C 0.812 -1.182 -0.499
O 0.813 -0.071 0.779
C -0.403 -0.585 0.095
C -1.250 0.371 -0.702
O -2.178 1.102 0.073
H 0.748 1.836 -0.115
H 2.274 0.932 -0.262
H 1.783 1.625 1.328
H 1.032 -2.093 0.083
H -0.996 -1.073 0.876
H -1.844 -0.247 -1.383
H -0.622 1.011 -1.336
H -1.700 1.577 0.764

Charges per atom according to Mulliken partitioning, unit e: C -0.59; C -0.66; O -0.14; C 0.27; C -0.70; O -0.51; H 0.30; H 0.30; H 0.24; H 0.16; H 0.32; H 0.31; H 0.37; H 0.33

***

4.
Computed, not measured: a cluster of 2 separate species, C4H8O2 in total, with ωB97M-V/def2-TZVPD.

LUMO level (spin up / spin down)	-0.208 / -0.201	eV
ΔE to the lowest compared entry with this formula, charge and spin	5.0561	eV
M	88.11	Da
gap between HOMO and LUMO (spin up / spin down)	7.913 / 7.925	eV

CARTESIAN COORDINATES (ANGSTROEM)
C -1.938 0.048 -0.379
O -1.356 -0.118 0.778
C -0.396 -1.024 0.921
C 0.913 -0.157 -0.642
O 1.599 -1.007 -1.180
C 1.513 1.065 0.035
H -2.587 0.913 -0.434
H -0.203 0.010 -0.965
H -2.088 -0.822 -1.016
H 0.009 -1.045 1.927
H -0.497 -1.955 0.368
H 2.175 0.745 0.847
H 0.738 1.729 0.435
H 2.118 1.616 -0.693

Charges per atom according to Mulliken partitioning, unit e: C -0.48; O -0.22; C -0.55; C 0.63; O -0.59; C -0.96; H 0.27; H 0.05; H 0.32; H 0.33; H 0.31; H 0.28; H 0.28; H 0.34

***

5.
Computed, not measured: a cluster of 2 separate species, C4H8O2 in total, with ωB97M-V/def2-TZVPD.

LUMO level	0.918	eV
ΔE to the lowest compared entry with this formula, charge and spin	2.6240	eV
SMILES	C1CO1.CC=O
M	88.11	Da
gap between HOMO and LUMO	10.968	eV

CARTESIAN COORDINATES (ANGSTROEM)
C 0.461 -1.383 -1.124
C 1.347 -0.387 -1.733
O 1.678 -1.763 -1.748
H 0.425 -1.484 -0.040
H -0.442 -1.684 -1.656
H 1.978 0.237 -1.099
H 1.090 0.046 -2.700
C -0.776 1.376 1.011
C -1.126 0.302 2.002
O -0.627 -0.799 2.030
H -0.446 2.277 1.542
H -1.668 1.652 0.436
H 0.008 1.030 0.335
H -1.903 0.580 2.746

Charges per atom according to Mulliken partitioning, unit e: C -0.24; C -0.31; O -0.41; H 0.25; H 0.21; H 0.27; H 0.23; C -0.61; C 0.15; O -0.46; H 0.33; H 0.28; H -0.01; H 0.33

***

6.
Computed, not measured: an isolated molecule of C4H8O2, with ωB97M-V/def2-TZVPD.

LUMO level	0.996	eV
ΔE to the lowest compared entry with this formula, charge and spin	0.5862	eV
SMILES	CCCOC=O
M	88.11	Da
gap between HOMO and LUMO	11.744	eV

CARTESIAN COORDINATES (ANGSTROEM)
C 0.570 1.470 1.373
C -0.271 0.287 0.899
C 0.374 -0.376 -0.305
O -0.396 -1.530 -0.691
C -0.817 -1.595 -1.959
O -0.612 -0.788 -2.827
H 0.663 2.229 0.588
H 0.120 1.945 2.250
H 1.583 1.150 1.648
H -1.282 0.621 0.629
H -0.376 -0.454 1.701
H 0.447 0.310 -1.154
H 1.377 -0.739 -0.058
H -1.379 -2.531 -2.093

Charges per atom according to Mulliken partitioning, unit e: C -1.16; C -0.23; C -0.52; O -0.27; C 0.17; O -0.50; H 0.32; H 0.33; H 0.31; H 0.26; H 0.27; H 0.37; H 0.29; H 0.35

***

7.
Computed, not measured: a structure of composition C4H8O2 in a non-equilibrium geometry, with ωB97M-V/def2-TZVPD.

LUMO level	0.931	eV
ΔE to the lowest compared entry with this formula, charge and spin	3.6310	eV
M	88.11	Da
gap between HOMO and LUMO	10.894	eV

CARTESIAN COORDINATES (ANGSTROEM)
C -0.703 -0.735 -0.350
C -0.504 0.451 -1.249
O 0.763 1.032 -0.949
C 1.217 0.633 0.330
C 0.020 0.046 1.022
O 0.269 -0.948 1.965
H -0.204 -1.323 1.100
H -0.165 -1.634 -0.742
H -1.764 -1.025 -0.237
H -0.512 0.200 -2.308
H -1.307 1.170 -1.045
H 1.620 1.496 0.869
H 2.006 -0.133 0.256
H -0.736 0.770 1.338

Charges per atom according to Mulliken partitioning, unit e: C -0.84; C -0.42; O -0.38; C -0.40; C 0.12; O -0.61; H 0.32; H 0.39; H 0.40; H 0.30; H 0.27; H 0.28; H 0.25; H 0.32

***

8.
Computed, not measured: a structure of composition C4H8O2, with ωB97M-V/def2-TZVPD.

LUMO level	0.803	eV
ΔE to the lowest compared entry with this formula, charge and spin	3.2103	eV
M	88.11	Da
gap between HOMO and LUMO	9.708	eV

CARTESIAN COORDINATES (ANGSTROEM)
O -1.536 0.685 -1.615
C -0.498 0.287 -0.859
C 0.111 -0.892 -0.698
C 0.945 -0.357 0.449
O 2.347 -0.312 0.307
C 0.291 1.028 0.189
H -1.737 1.607 -1.411
H -2.234 -0.533 1.329
H -0.012 -1.876 -1.136
H -1.754 -0.866 0.867
H 0.670 -0.763 1.436
H 2.666 -1.223 0.319
H 1.011 1.752 -0.203
H -0.272 1.463 1.025

Charges per atom according to Mulliken partitioning, unit e: O -0.51; C 0.40; C -0.88; C 0.52; O -0.56; C -0.80; H 0.33; H 0.25; H 0.36; H -0.25; H 0.28; H 0.29; H 0.28; H 0.29

***

9.
Computed, not measured: a structure of composition C4H8O2, with ωB97M-V/def2-TZVPD.

LUMO level	0.892	eV
ΔE to the lowest compared entry with this formula, charge and spin	2.4981	eV
M	88.11	Da
gap between HOMO and LUMO	10.721	eV

CARTESIAN COORDINATES (ANGSTROEM)
O 2.252 0.406 0.668
C 1.157 0.067 -0.153
C -0.222 0.415 0.447
C -1.165 0.594 -0.752
O -1.385 -0.816 -0.793
C -1.028 -0.880 0.602
H 3.027 0.160 0.144
H 1.158 -1.001 -0.372
H 1.222 0.597 -1.114
H -0.219 1.153 1.258
H -2.102 1.139 -0.577
H -0.680 0.981 -1.651
H -1.935 -0.799 1.217
H -0.446 -1.768 0.868

Charges per atom according to Mulliken partitioning, unit e: O -0.52; C -0.61; C 0.16; C -0.49; O -0.40; C -0.59; H 0.32; H 0.32; H 0.26; H 0.43; H 0.25; H 0.30; H 0.26; H 0.29

***

10.
Computed, not measured: a cluster of 2 separate species, C4H8O2 in total, with ωB97M-V/def2-TZVPD.

LUMO level	0.882	eV
ΔE to the lowest compared entry with this formula, charge and spin	3.5886	eV
SMILES	OCC1C=C1.O
M	88.11	Da
gap between HOMO and LUMO	10.496	eV

CARTESIAN COORDINATES (ANGSTROEM)
O -1.635 0.509 -0.380
C -1.272 -0.053 0.875
C 0.029 -0.849 0.778
C 0.541 -1.310 -0.562
C 1.233 -0.388 0.034
H -1.299 -0.115 -1.044
H -2.075 -0.719 1.224
H -1.190 0.778 1.587
H 0.206 -1.464 1.665
H 0.517 -2.057 -1.340
H 2.138 0.185 0.120
O 0.611 2.051 -0.536
H -0.287 1.664 -0.495
H 0.923 1.789 -1.410

Charges per atom according to Mulliken partitioning, unit e: O -0.61; C -0.53; C -0.15; C -0.80; C -0.02; H 0.32; H 0.32; H 0.27; H 0.41; H 0.36; H 0.38; O -0.70; H 0.42; H 0.31